Record 1
Computed, not measured: a cluster of 2 separate species, C4H10S in total at a distorted geometry, with ωB97M-V/def2-TZVPD.

```
15
Properties=species:S:1:pos:R:3:forces:R:3
C 1.567175 -0.605978 0.706742 1.748 -0.546 1.175
C 1.369914 0.879538 -0.281886 -1.835 1.423 0.927
C 1.209307 -0.373927 -0.815829 0.372 -0.669 -2.352
S -1.405383 -0.082366 0.885826 -0.346 -0.124 0.090
C -2.907490 0.220232 -0.117939 0.530 0.414 -0.071
H 1.178374 -1.596723 0.946322 -0.767 0.072 -0.507
H 2.646380 -0.677851 0.797388 0.090 0.132 0.180
H 1.136079 -0.056062 1.555377 -0.237 0.373 -0.330
H 2.255785 1.469027 -0.121283 0.551 -0.310 -0.396
H 0.405979 1.337630 0.003003 0.185 -0.226 0.390
H 0.200679 -0.715863 -1.014825 -0.254 0.240 0.316
H 1.958974 -0.704226 -1.527077 0.369 -0.501 0.503
H -3.521614 0.987555 0.351545 -0.121 -0.093 0.009
H -2.604402 0.600338 -1.097747 -0.186 -0.039 -0.022
H -3.489760 -0.681331 -0.269622 -0.101 -0.146 0.089
```
Forces are in eV/Å.

Output
- E_LUMO (Eh) = -0.0277
- gap between HOMO and LUMO (eV) = 5.542
- HOMO level (Eh) = -0.231
- largest force on an atom (eV/Å) = 2.50

Computed natural (NBO) charges, given in elementary charges: -0.67, -0.07, -0.39, -0.74, -0.71, 0.36, 0.23, 0.35, 0.23, 0.30, 0.31, 0.24, 0.19, 0.18, 0.19

Record 2
Computed, not measured: the molecule C4H10S2 at a distorted geometry, with ωB97M-V/def2-TZVPD.

```
16
Properties=species:S:1:pos:R:3:forces:R:3
C -1.057783 1.307484 0.140933 0.393 1.120 0.677
C -0.991456 -0.109434 -0.428724 -1.032 0.998 0.124
S -2.509266 -0.969586 0.001585 -0.365 -0.572 -0.178
C 0.200050 -0.793192 0.107444 1.359 -1.291 1.038
C 1.456332 0.174567 -0.100602 -1.492 -1.697 -0.972
S 3.068009 -0.561437 0.077738 1.042 0.114 0.660
H -0.900017 1.419502 1.302281 -0.494 -0.635 -2.181
H -0.220360 1.853537 -0.327994 -0.576 0.259 0.284
H -2.001708 1.791433 -0.161148 0.433 -0.120 0.332
H -0.964716 -0.075910 -1.522852 -0.048 0.156 0.067
H -2.101076 -1.115080 1.260295 -0.273 -0.133 0.333
H 0.286972 -1.856931 -0.319209 0.402 1.688 0.228
H -0.048873 -1.003383 1.181195 0.809 0.391 -0.555
H 1.308632 0.575974 -1.102002 0.327 -0.124 -0.329
H 1.437617 1.076167 0.500416 0.113 -0.343 0.637
H 3.037636 -1.713715 -0.609354 -0.599 0.190 -0.166
```
Forces are in eV/Å.

Output
- E_LUMO (Eh) = 0.0323
- gap between HOMO and LUMO (eV) = 9.908
- HOMO level (Eh) = -0.332
- largest force on an atom (eV/Å) = 2.46

Computed natural (NBO) charges, given in elementary charges: -0.62, -0.35, -0.02, -0.41, -0.55, -0.02, 0.21, 0.20, 0.23, 0.22, 0.11, 0.23, 0.21, 0.20, 0.24, 0.12

Record 3
Computed, not measured: a cluster of 2 separate species, C4H10S2 in total at a distorted geometry, with ωB97M-V/def2-TZVPD.

```
16
Properties=species:S:1:pos:R:3:forces:R:3
C 0.929066 1.675215 0.298158 0.419 -0.846 0.288
C -0.078941 1.130671 0.980684 0.654 0.553 -0.768
C 0.188781 0.015040 1.932752 0.801 -0.066 0.360
H 0.975314 2.471100 -0.427311 -0.662 0.211 0.037
H 1.883723 1.174962 0.450560 0.145 0.272 -0.033
H -1.095592 1.487128 0.851716 -0.034 0.026 0.150
H 1.231562 -0.328102 1.915015 -0.083 0.064 -0.702
H 0.188396 0.400969 2.954600 -0.979 -0.282 0.186
H -0.431391 -0.859152 1.735484 -0.267 0.122 0.491
C 0.411526 -1.161501 -1.926346 -0.158 0.148 0.268
S -1.360723 -0.743365 -2.363828 2.179 0.559 -1.774
S -2.512574 -1.243426 -0.905028 -1.809 -2.095 1.771
H 0.789797 -0.194435 -1.613509 0.429 -0.307 0.424
H 1.045093 -1.539994 -2.726392 -0.630 0.345 -0.848
H 0.558420 -1.970729 -1.204101 -0.671 0.498 0.457
H -2.722457 -0.314381 0.047546 0.665 0.796 -0.307
```
Forces are in eV/Å.

Output
- E_LUMO (Eh) = 0.0248
- gap between HOMO and LUMO (eV) = 9.742
- HOMO level (Eh) = -0.333
- largest force on an atom (eV/Å) = 3.29

Computed natural (NBO) charges, given in elementary charges: -0.41, -0.17, -0.66, 0.21, 0.18, 0.20, 0.21, 0.22, 0.22, -0.75, 0.09, -0.13, 0.23, 0.23, 0.23, 0.10

Record 4
Computed, not measured: a structure of composition C4H10S3 at a distorted geometry, with ωB97M-V/def2-TZVPD.

```
17
Properties=species:S:1:pos:R:3:forces:R:3
C 0.091582 -1.205905 -1.378614 -0.080 0.193 -2.663
C -1.736719 0.339430 -0.330703 -0.471 0.420 -0.720
C -0.305925 0.070511 -0.805721 -0.524 0.380 5.130
C 0.861081 0.473338 0.754636 -0.741 -0.314 -1.775
S 0.440875 2.229069 1.284621 0.417 -1.103 -0.447
S 2.615388 0.278669 0.166271 -0.364 -0.813 1.317
S 0.541440 -0.728227 2.128072 0.640 0.747 -1.098
H -0.073932 -2.199919 -1.052439 -0.980 -0.551 1.292
H 1.142790 -1.091675 -1.355206 1.468 -0.369 -0.895
H -0.306239 -1.168483 -2.444000 0.811 -0.245 0.937
H -2.247881 0.673033 -1.297018 -0.136 -0.978 1.365
H -1.685525 1.270332 0.230114 -0.246 0.029 0.225
H -2.310722 -0.410427 0.320791 0.939 0.758 -1.430
H -0.088956 0.844877 -1.487700 0.764 1.009 -0.560
H 0.845919 2.087186 2.557847 0.030 -0.004 -0.137
H 2.922572 -0.850896 0.949494 -0.326 1.198 -0.928
H -0.705745 -0.610911 1.759554 -1.203 -0.356 0.387
```
Forces are in eV/Å.

Output
- E_LUMO (Eh) = 0.0213
- gap between HOMO and LUMO (eV) = 9.433
- HOMO level (Eh) = -0.325
- largest force on an atom (eV/Å) = 5.17

Computed natural (NBO) charges, given in elementary charges: -0.68, -0.67, -0.08, -0.47, -0.03, -0.03, -0.01, 0.23, 0.24, 0.22, 0.23, 0.23, 0.22, 0.20, 0.14, 0.14, 0.13

These records have ΔE to the lowest compared entry with this formula, charge and spin values of 457.46, 98.62, 183.73, 246.41 kJ/mol, in the order they appear.